Entry 1:
{
  "formula": "C39H73N9PSeZr",
  "method": "wB97M-V/def2-TZVPD",
  "species": ["C", "C", "H", "C", "C", "H", "H", "H", "H", "N", "H", "C", "C", "H", "H", "H", "C", "H", "C", "C", "N", "H", "N", "C", "H", "H", "N", "C", "H", "C", "C", "C", "C", "N", "C", "C", "H", "N", "C", "H", "H", "H", "H", "C", "H", "N", "H", "C", "H", "C", "H", "H", "C", "C", "H", "H", "H", "H", "C", "H", "N", "H", "H", "H", "H", "H", "H", "H", "H", "C", "H", "H", "H", "H", "C", "H", "C", "N", "H", "H", "H", "H", "H", "H", "H", "H", "H", "C", "C", "H", "C", "H", "C", "H", "C", "H", "H", "H", "H", "C", "H", "H", "Se", "C", "H", "H", "H", "C", "H", "Zr", "H", "H", "C", "H", "H", "C", "C", "C", "H", "H", "H", "P", "H", "H"],
  "positions_angstrom": [[-4.598325, -0.497517, 3.359236], [-4.508938, 1.749947, 2.585707], [-4.533685, -3.124447, -1.780329], [-0.606540, -3.028466, -1.232478], [-4.222722, -2.409029, -2.543721], [-4.699508, 1.290942, -3.838357], [-0.770995, -2.625548, 2.087828], [-4.728460, 2.204326, -0.221900], [-3.623157, 3.067036, -2.900398], [-3.283120, -0.337747, 3.985573], [1.561938, -2.907166, -1.411066], [1.913079, 1.587217, 2.321971], [0.603328, 3.344606, -4.436514], [-5.375258, -0.205754, 4.063056], [2.652967, 1.526235, -0.221046], [-0.151305, 3.261725, -2.387022], [5.500581, 0.219521, 0.214008], [1.850299, -0.734269, -0.976719], [-3.706985, -1.133650, -1.877607], [1.566317, 0.971074, -1.958201], [1.017384, -0.318805, -1.458146], [-6.222791, 3.366728, -2.579049], [-4.679591, 0.355544, 2.166170], [7.742795, 0.393167, 0.988640], [-0.209885, -1.012947, -3.046258], [-2.231575, 2.237599, 1.410598], [-2.242181, 0.138621, 1.802443], [-3.259446, -0.128236, -2.946311], [-1.495712, 2.401143, -7.012167], [-0.536866, 3.178473, -3.410409], [5.534259, 1.578644, -0.071293], [-5.403072, -2.087818, -3.494464], [-5.709647, -0.589409, -3.546884], [1.082529, -0.530993, 1.348167], [1.117562, 2.570909, 1.460756], [6.621637, -0.396469, 0.746860], [-1.288918, -0.655646, 3.565594], [0.642783, 2.027436, 0.138472], [-2.166044, 1.581202, 2.288678], [-5.784431, 5.614628, -1.158927], [-5.217596, 1.409633, -1.709628], [-3.725497, 0.597428, 0.344158], [2.091047, 2.899641, -1.185112], [-3.650529, -0.020928, 1.240354], [-3.892489, 1.330826, 5.098434], [-3.199847, 1.931679, 3.214287], [-1.840861, -2.389723, 0.215215], [-1.249578, 2.776619, -6.020251], [-3.794772, -1.072958, 0.981681], [0.665713, -2.705623, -2.004932], [0.541667, 1.600822, -5.750336], [1.936276, -2.360115, 0.747097], [-1.288871, 1.860543, -3.655454], [-5.786768, 3.489434, -1.585851], [0.027147, 2.750955, -0.246048], [-4.263155, 4.455859, 0.457699], [-1.522857, 3.833536, -6.003716], [0.806730, 3.120364, -6.574495], [-4.813155, 2.332873, -1.299837], [-2.143921, 1.189187, 4.879507], [-0.854488, -2.216256, 0.012945], [-2.442625, -1.755809, 2.767431], [-5.293323, 2.014684, 3.292226], [-5.164806, -2.434401, -4.500512], [-1.461535, -2.880487, -1.896061], [1.533171, -1.234181, -3.293923], [1.760115, 3.431949, 1.264165], [6.777030, 3.343761, 0.022438], [1.545635, 2.945775, -4.051141], [-3.446020, 2.687200, -1.891061], [2.895448, 1.394875, 1.881575], [-3.020239, 2.522712, -4.817557], [2.107784, 2.091441, 3.269738], [-2.249052, 3.409135, -0.211292], [1.245483, 0.245927, 2.617002], [-2.303516, 1.007218, -5.363292], [0.249680, 2.655486, -5.762782], [7.762829, 1.691800, 0.738001], [-4.504067, -0.714652, -1.263255], [-4.720176, 5.168698, -2.474205], [-0.560892, 1.059333, -3.824854], [-1.244605, 3.997218, -3.548291], [2.533235, 0.790238, -2.438097], [0.085482, -3.799773, 1.101116], [6.634049, -1.456449, 0.960168], [0.289029, 0.384854, 3.117814], [-2.119300, 4.394984, -1.665194], [1.811022, 1.919265, -0.794500], [-5.080273, 4.854241, -1.491465], [-6.165384, -0.266980, -2.607388], [-3.111867, 1.056703, 4.391673], [-6.448089, -0.399846, -4.325551], [6.700319, 2.279569, 0.217008], [-4.587699, 2.415151, 1.726275], [-0.127432, -2.735852, 1.217361], [-3.470805, 5.773627, -0.380616], [8.645224, -0.041084, 1.402502], [0.761753, 4.409168, -4.609123], [-0.592785, -4.085307, -0.960739], [1.189925, -2.015372, 1.464708], [-3.409946, -2.871694, -3.111798], [-6.609006, 3.436718, -0.871460], [3.949052, -0.841669, -0.088140], [0.729829, -1.287590, -2.556404], [2.001476, -0.309997, 0.860437], [4.695066, 2.088382, -0.528415], [0.891116, 1.395974, -2.690572], [-2.818686, 3.825238, -1.054612], [1.561337, -2.307877, 2.447066], [-0.584540, 0.083652, -0.020958], [1.891947, -0.308269, 3.299553], [-4.181428, 0.004612, -4.902055], [-2.076883, 1.997343, -4.970060], [0.698400, -3.394388, -2.850025], [0.252906, 2.946066, 2.007124], [-4.455156, 0.230039, -3.872051], [-3.902058, 4.783245, -0.521371], [-2.257250, -0.723382, 3.070337], [-4.754103, -1.541264, 3.080842], [-2.503336, -0.647478, -3.551251], [-1.209308, 1.723085, 2.791801], [-2.266261, 1.263966, -2.162870], [-6.297660, -2.622173, -3.179618], [-2.853352, -1.353066, -1.212316]],
  "atomic_forces_ev_per_a": [[0.07, 0.04, -0.08], [0.05, -0.01, -0.07], [0.03, -0.04, -0.02], [0.20, -0.13, -0.44], [-0.02, 0.02, 0.07], [0.05, 0.02, -0.04], [-0.09, -0.01, -0.12], [0.03, -0.05, 0.01], [0.09, -0.08, -0.07], [-0.10, -0.06, 0.12], [0.04, -0.04, -0.07], [-0.08, -0.05, -0.22], [-0.05, -0.10, -0.06], [0.00, -0.02, 0.00], [-0.08, 0.01, 0.00], [-0.04, 0.09, -0.01], [-0.21, 0.38, 0.01], [0.43, 0.24, 0.11], [-0.03, -0.09, -0.30], [0.08, 0.46, 0.12], [-0.02, -0.26, -0.38], [-0.02, -0.03, 0.01], [-0.10, 0.01, 0.01], [-0.43, -0.13, -0.15], [0.05, 0.02, -0.06], [0.02, -0.02, 0.01], [0.08, -0.10, -0.07], [0.19, -0.12, 0.55], [-0.05, 0.05, 0.00], [0.11, -0.07, -0.10], [0.17, 0.10, 0.03], [-0.02, 0.13, 0.00], [0.11, -0.11, -0.05], [-0.46, 0.06, 0.15], [0.15, 0.03, 0.45], [0.10, 0.00, 0.04], [0.02, 0.01, -0.08], [-0.01, 0.02, -0.04], [0.06, 0.15, 0.13], [0.00, 0.03, -0.07], [0.01, -0.05, 0.07], [0.03, -0.05, 0.00], [-0.09, 0.07, 0.12], [-0.21, 0.06, -0.02], [0.00, -0.01, 0.00], [-0.05, 0.09, 0.06], [-0.01, 0.09, -0.02], [0.12, -0.07, 0.04], [0.10, 0.03, -0.07], [-0.10, 0.18, 0.17], [0.03, 0.00, -0.01], [0.11, 0.19, 0.05], [0.16, -0.02, 0.38], [0.08, 0.06, 0.01], [-0.05, -0.03, -0.01], [0.02, 0.00, 0.02], [-0.04, 0.00, -0.03], [0.03, -0.06, -0.01], [-0.10, 0.03, -0.17], [0.00, -0.01, -0.02], [0.09, -0.12, 0.09], [0.04, 0.03, -0.06], [0.01, -0.02, 0.01], [-0.03, -0.03, 0.00], [-0.04, 0.05, 0.10], [-0.01, 0.14, 0.02], [-0.09, 0.02, -0.11], [0.00, -0.01, -0.02], [0.01, 0.04, 0.02], [0.24, -0.15, 0.45], [0.00, -0.01, 0.01], [-0.05, -0.08, 0.02], [-0.01, 0.01, 0.01], [0.04, 0.03, -0.01], [0.19, 0.35, 0.16], [-0.06, -0.01, 0.03], [-0.09, 0.13, -0.01], [0.66, 0.44, 0.16], [0.11, 0.06, 0.10], [-0.01, 0.04, 0.00], [-0.01, 0.02, 0.02], [-0.03, 0.00, 0.13], [-0.02, -0.14, 0.02], [-0.13, -0.02, -0.03], [-0.02, 0.01, 0.03], [0.00, -0.08, -0.01], [0.05, -0.05, 0.05], [0.24, -0.21, -0.32], [0.00, -0.09, 0.13], [-0.02, 0.04, -0.01], [0.06, 0.01, -0.07], [-0.04, 0.03, 0.04], [-0.28, -0.30, -0.03], [0.01, 0.00, -0.02], [0.43, 0.06, 0.37], [0.02, -0.02, 0.07], [0.00, 0.00, -0.01], [0.04, 0.00, 0.03], [-0.09, 0.04, 0.13], [-0.35, -0.47, -0.06], [0.01, -0.04, 0.04], [-0.02, 0.00, -0.02], [-0.53, -0.77, -0.11], [-0.02, -0.32, -0.06], [0.65, -0.02, -0.21], [0.03, 0.01, -0.01], [-0.01, -0.10, 0.01], [-0.11, 0.10, -0.08], [0.08, 0.11, 0.01], [-0.62, 0.25, 0.67], [-0.02, -0.09, -0.08], [0.07, 0.09, -0.01], [0.03, 0.02, -0.09], [0.02, -0.05, 0.03], [-0.06, -0.01, -0.10], [-0.18, 0.01, 0.01], [-0.04, 0.04, -0.07], [0.06, -0.14, 0.10], [0.02, 0.01, 0.00], [0.05, 0.07, 0.01], [0.03, -0.06, -0.09], [-0.59, 0.41, -1.32], [0.03, -0.06, -0.03], [-0.10, -0.01, 0.05]],
  "e_homo_ev": -14.3,
  "total_energy_ev": -130930.3059,
  "orbital_gap_ev": 3.828,
  "max_force_ev_per_a": 1.5,
  "total_charge": 3
}

---

Entry 2:
{
  "formula": "C3H10N2O",
  "method": "wB97M-V/def2-TZVPD",
  "species": ["H", "H", "H", "O", "H", "N", "C", "H", "C", "C", "H", "H", "N", "H", "H", "H"],
  "positions_angstrom": [[0.383320, 0.722594, 2.303711], [-1.260421, -0.839454, 1.061325], [0.143827, -1.506962, 0.478828], [0.231144, -0.246905, 2.210618], [1.506582, -1.199777, -2.502371], [1.054897, -1.204947, -1.578873], [-0.063436, -0.104070, -1.457851], [-0.748073, 2.183481, 0.904158], [-0.215396, -0.565278, 0.885807], [0.003320, 0.529986, -0.027454], [-1.374518, 2.176317, -0.662325], [0.941229, 0.937224, 0.260102], [-0.992228, 1.547545, 0.101031], [0.644574, -2.108523, -1.689508], [-1.079543, -0.515455, -1.623399], [0.208257, 0.563770, -2.273592]],
  "atomic_forces_ev_per_a": [[-0.22, -1.25, -0.28], [-0.45, 0.60, -0.64], [1.22, 0.10, 0.64], [0.86, 0.49, 0.30], [-0.10, 1.00, 0.40], [-0.88, 1.06, -0.66], [2.14, -1.19, -0.20], [-0.62, -0.87, -1.31], [-1.73, -1.65, 2.49], [-0.77, -0.03, -3.29], [1.36, -1.60, 0.91], [1.51, 0.20, -0.58], [-1.64, 3.17, 1.13], [-0.76, -0.77, 0.71], [0.55, 0.21, 0.11], [-0.47, 0.51, 0.27]],
  "e_homo_ev": -9.1,
  "e_above_lowest_kcal_mol": 51.3,
  "total_energy_ev": -8299.2813,
  "orbital_gap_ev": 10.088,
  "smiles": "NC[C@@H](N)CO",
  "max_force_ev_per_a": 3.7,
  "total_charge": 0
}

---

Entry 3:
{
  "formula": "C43H46As2AuN2PS3",
  "method": "wB97M-V/def2-TZVPD",
  "species": ["C", "H", "C", "Au", "C", "H", "C", "H", "H", "H", "H", "C", "C", "H", "H", "S", "C", "H", "H", "H", "H", "C", "N", "C", "H", "H", "H", "C", "H", "S", "H", "C", "H", "H", "C", "C", "H", "C", "C", "H", "H", "C", "C", "H", "H", "C", "H", "H", "H", "C", "H", "C", "C", "C", "H", "C", "C", "H", "H", "C", "H", "C", "H", "H", "H", "C", "C", "H", "H", "C", "C", "C", "H", "H", "H", "C", "C", "C", "As", "C", "H", "H", "C", "C", "As", "S", "H", "C", "C", "C", "H", "C", "P", "C", "H", "C", "N", "H"],
  "positions_angstrom": [[2.837988, -5.047141, 4.951518], [3.364575, -5.939762, 5.261142], [-1.881742, 2.754908, 3.904240], [-0.923318, 0.273387, -0.435421], [3.248366, -4.360309, 3.818331], [-4.437531, -2.898470, -3.800305], [4.671346, 0.809084, 0.864289], [3.248373, 2.299459, -2.652657], [2.915329, -2.662593, 2.546114], [7.848052, -0.012578, 0.051662], [-2.922105, -4.307967, -4.027552], [-2.037885, 3.883263, -0.950171], [4.018456, 0.255385, -0.236241], [-1.157247, 3.674617, -2.906256], [-2.207520, -0.716958, -2.597683], [-1.074749, -1.664470, 2.776449], [1.751195, -4.595144, 5.687796], [0.956906, 4.291817, -0.595957], [-2.377920, 1.585389, 2.171925], [-2.618696, 5.376927, -3.931530], [6.558643, 1.163065, 1.802888], [-3.843039, 5.456948, -0.776671], [-1.528891, -3.845385, -2.517833], [-4.203409, -1.980636, -4.339118], [4.084794, -4.720480, 3.234542], [1.894933, 1.455265, 7.644129], [-2.722883, -6.252212, -2.479220], [6.771120, 0.053313, -0.024088], [-2.586953, 2.245352, 4.543483], [1.771289, -0.046623, 2.536449], [6.679644, -1.048118, -1.863204], [-0.118453, 4.115816, 2.248524], [-1.982359, -0.347354, 7.796972], [-2.184628, -2.508159, -4.929099], [4.737167, -0.441581, -1.204376], [1.221585, -0.447193, -4.465372], [-4.587578, -2.068358, -5.354585], [2.589338, -3.206176, 3.424151], [-0.871244, -0.678407, 5.992646], [0.952872, 3.037289, -1.822931], [-4.604892, 5.948489, -0.187067], [6.116148, -0.525293, -1.102345], [-1.903829, 4.181042, -2.303806], [0.779414, -1.195942, -2.502346], [-4.719231, -1.156423, -3.847027], [0.903849, 3.211761, -0.746601], [-1.028036, -6.460452, -2.962093], [4.224420, -0.898872, -2.041497], [-1.093189, -4.388427, -1.786278], [2.665444, 1.535002, -3.153548], [-1.174270, 4.046298, 5.457413], [-2.700598, -1.726964, -4.376285], [-1.943910, -4.635664, -3.682994], [1.976754, 0.572881, -2.418413], [0.241118, -3.094565, 5.885429], [0.320529, -0.424693, 5.321654], [2.062073, 2.489096, -0.068004], [2.038406, 2.606963, 1.016989], [2.250407, 0.523612, 5.384937], [-1.060733, -0.155740, 7.263250], [-0.217790, 1.019215, 8.844112], [-2.726026, 5.133630, -2.883098], [3.013393, 2.892815, -0.418401], [1.870500, 0.498294, -6.277318], [-1.647320, -1.272253, 5.524589], [-0.067469, 0.613474, 7.852415], [1.321174, 0.339262, 5.909371], [-2.316700, -6.700242, -4.140023], [3.176488, 2.238717, -5.106783], [1.517915, -2.744683, 4.178474], [-2.006121, -6.101913, -3.286507], [1.270243, -0.423681, -3.078630], [-1.220392, -4.503609, -4.490362], [4.104899, 1.310594, 1.639839], [1.424200, -5.139295, 6.563484], [-0.896637, 3.081060, 1.739692], [1.083864, -3.443448, 5.304651], [-3.689358, 5.777407, -2.117887], [2.120660, 0.558530, -0.466019], [1.121352, 0.859336, 7.177946], [-2.502170, -0.777546, -4.872686], [0.539034, 4.677645, 1.595123], [-3.020918, 4.507571, -0.189873], [6.048756, 0.717500, 0.959447], [-0.838838, 2.620262, -0.120473], [-0.994759, -2.114233, -0.670560], [-4.316300, 6.534678, -2.568423], [1.899302, 0.517690, -5.196195], [2.626066, 1.500946, -4.538300], [-1.624817, -2.556049, -2.234276], [-3.131993, 4.257310, 0.858437], [-1.768449, 2.388126, 2.573495], [0.647150, -1.217825, 3.722322], [-0.200055, 4.446506, 3.591260], [0.407193, 5.248803, 3.988649], [-1.090883, 3.774041, 4.414357], [-2.113679, -1.619424, -3.036829], [0.673319, -1.228109, -4.976470]],
  "atomic_forces_ev_per_a": [[-0.02, 0.00, -0.02], [0.00, -0.01, 0.00], [0.03, -0.05, 0.06], [-0.12, -0.92, -0.13], [0.04, 0.01, -0.09], [-0.05, 0.01, 0.01], [-0.13, 0.01, 0.03], [0.03, -0.01, -0.05], [-0.01, 0.03, 0.02], [0.00, -0.01, 0.00], [0.05, 0.00, 0.03], [-0.12, -0.16, -0.14], [-0.16, -0.21, 0.14], [0.00, 0.04, -0.03], [0.08, 0.03, 0.03], [-0.17, 0.12, -0.39], [-0.05, -0.03, 0.02], [0.08, -0.03, 0.06], [0.01, -0.03, 0.07], [0.03, 0.00, 0.00], [0.00, -0.01, 0.00], [-0.05, 0.03, -0.05], [-0.01, -0.09, 0.01], [0.13, 0.05, 0.01], [0.03, -0.01, 0.04], [0.00, -0.01, -0.01], [-0.01, -0.03, -0.01], [-0.01, 0.03, -0.04], [-0.03, -0.07, 0.06], [-0.54, -0.08, -0.11], [0.00, 0.00, 0.00], [0.03, 0.00, -0.19], [0.00, -0.01, -0.02], [0.04, 0.14, -0.03], [-0.17, -0.04, -0.06], [0.07, 0.07, -0.07], [-0.02, 0.01, 0.00], [0.03, -0.06, 0.00], [-0.01, 0.13, 0.01], [-0.19, 0.06, 0.01], [0.02, 0.00, 0.02], [0.05, -0.06, 0.01], [0.10, -0.12, 0.03], [-0.05, -0.03, -0.02], [-0.04, -0.01, 0.00], [0.15, -0.03, 0.03], [0.00, -0.02, -0.01], [0.04, 0.02, -0.03], [0.04, 0.03, 0.02], [0.07, 0.07, 0.17], [0.00, 0.01, 0.02], [-0.25, -0.15, -0.03], [-0.03, -0.18, -0.12], [-0.10, -0.32, 0.05], [0.02, 0.03, 0.04], [-0.11, -0.10, -0.47], [-0.37, 0.13, 0.20], [-0.03, -0.05, -0.01], [-0.01, 0.01, -0.01], [-0.06, 0.00, 0.04], [0.00, 0.00, 0.00], [-0.03, 0.02, -0.03], [0.04, -0.14, -0.03], [0.02, 0.01, 0.00], [-0.02, 0.02, 0.02], [0.02, 0.00, 0.00], [0.04, 0.04, 0.08], [0.00, -0.02, 0.00], [-0.02, 0.02, 0.01], [-0.32, 0.32, -0.22], [0.01, 0.12, 0.05], [-0.02, -0.08, 0.12], [-0.05, 0.05, -0.01], [0.08, 0.04, 0.01], [0.01, 0.01, 0.01], [0.07, -0.08, 0.11], [0.11, -0.12, -0.02], [0.03, 0.00, 0.03], [0.68, 0.63, -0.54], [0.02, 0.04, 0.02], [0.10, -0.05, -0.03], [0.03, 0.01, 0.07], [0.14, -0.12, 0.12], [-0.01, 0.02, 0.06], [0.10, 0.63, 0.11], [-0.01, 0.21, 0.31], [-0.03, -0.02, 0.00], [-0.07, -0.07, 0.02], [0.03, 0.07, -0.03], [0.09, 0.40, 0.01], [-0.04, 0.09, -0.01], [-0.03, 0.01, -0.17], [0.92, -0.10, 0.88], [-0.04, 0.09, 0.00], [0.01, -0.01, -0.01], [0.00, -0.06, 0.05], [-0.08, -0.09, -0.10], [0.00, -0.01, 0.01]],
  "e_homo_ev": [-13.2, -13.3],
  "e_above_lowest_kcal_mol": 24.3,
  "total_energy_ev": -215469.3755,
  "orbital_gap_ev": [8.745, 5.259],
  "max_force_ev_per_a": 1.3,
  "total_charge": 2,
  "multiplicity": 3
}

---

Q: Number 1 is which compound?
A: C39H73N9PSeZr